[1]
Below is the molecule C5H5NO, with properties calculated with ωB97M-V/def2-TZVPD.

HOMO level ... -10.189 eV
E ... -8799.08237 eV
SMILES ... N#C[C@@H]1C[C@@H]1C=O
Energy above the lowest of the compared OMol25 structures with the same formula, charge and spin ... 100.0 kcal/mol
Lowest unoccupied orbital energy ... 0.013 Ha

```
! wB97M-V def2-TZVPD RIJCOSX def2/J DEFGRID3
* xyz 0 1
N 1.0551 -2.0007 -1.5261
C 0.6977 -0.9705 -1.1377
C 0.2438 0.3467 -0.7313
C 1.1342 0.8395 0.4484
C -0.2838 0.4724 0.7110
C -1.2493 -0.6621 0.6413
O -1.4234 -1.6885 1.2172
H -0.7657 0.5202 -1.2649
H 1.9797 0.1908 0.7037
H 1.3434 1.8915 0.6116
H -0.8958 1.3804 0.7315
H -1.8359 -0.3196 -0.4049
*
```


[2]
Below is a structure of composition C12H17Cl2N3O2Ti, with properties calculated with ωB97M-V/def2-TZVPD.

HOMO level ... -0.474 eV
E ... -69447.40476 eV
Energy above the lowest of the compared OMol25 structures with the same formula, charge and spin ... 0.0 kcal/mol
Lowest unoccupied orbital energy ... 0.182 Ha

```
! wB97M-V def2-TZVPD RIJCOSX def2/J DEFGRID3
* xyz -2 1
C -0.8057 0.7763 -2.2094
C -1.6182 -0.3870 -2.1939
C -0.8145 -1.4846 -1.7868
C -3.0692 -0.4706 -2.4484
C 0.5299 -1.0456 -1.7080
C 0.5571 0.3960 -1.9218
C 1.7456 1.1595 -2.3234
C -1.2460 2.1317 -2.5191
C -1.2616 -2.8649 -1.4984
C 1.6915 -1.9449 -1.7960
Ti 0.5436 0.5540 0.5780
Cl -1.7488 0.3188 0.8228
Cl 0.6207 2.7033 0.8922
O 2.2892 -0.0287 0.4773
H -3.5483 0.4961 -2.2298
H -3.5516 -1.2700 -1.8531
H -3.2874 -0.6948 -3.5062
H -2.0873 -2.8573 -0.7685
H -0.4446 -3.4787 -1.0864
H -1.6208 -3.3894 -2.3949
H 1.5843 -2.8223 -1.1508
H 2.6176 -1.4360 -1.5308
H 1.8274 -2.3275 -2.8172
H 2.6801 0.7152 -1.9621
H 1.6995 2.1950 -1.9386
H 1.7824 1.1930 -3.4242
H -2.0974 2.4387 -1.9070
H -1.5328 2.2628 -3.5635
H -0.4502 2.8519 -2.3390
H 2.8057 -0.3600 1.2446
O 2.7008 3.1042 -0.8922
H 2.9929 3.6927 -0.1472
N 0.5126 -0.2246 2.4116
C 0.2985 -0.4976 3.5422
N 0.0841 -0.8864 4.7337
C 0.0451 -0.0118 5.7257
N -0.0145 0.7122 6.6467
*
```


[3]
Below is a cluster of 6 separate species, C35H63BrN9O9S in total, with properties calculated with ωB97M-V/def2-TZVPD.

HOMO level ... -10.321 eV
E ... -150027.74520 eV
Lowest unoccupied orbital energy ... -0.137 Ha

```
! wB97M-V def2-TZVPD RIJCOSX def2/J DEFGRID3
* xyz 1 1
C -0.6480 2.7103 -0.1552
C -1.4186 2.8670 -1.4683
C -0.9874 1.8726 -2.5830
C -0.4966 0.5465 -2.0550
C -1.4031 -0.3652 -1.4768
C -2.8610 0.0104 -1.4025
O -3.2550 0.5596 -0.4302
O -3.6804 -0.2881 -2.4375
C -4.3522 0.8793 -2.9590
C -5.7004 1.1232 -2.3000
S -6.4808 2.5093 -3.1871
C -6.5896 3.6662 -1.8809
N -7.2299 3.3910 -0.7881
N -7.0870 4.5007 0.0169
C -6.4018 5.3602 -0.6533
O -6.0425 4.8830 -1.8806
C -0.9455 -1.5847 -0.9704
C 0.3971 -1.8697 -1.0701
C 1.0249 -3.1206 -0.5408
C 1.6864 -2.7192 0.7727
O 1.1092 -2.1841 1.6378
Br 3.5775 -2.9994 0.8602
N 1.2388 -0.9887 -1.6392
C 0.8634 0.1930 -2.1319
C 1.9381 1.0264 -2.7766
C 3.3136 0.9738 -2.0944
C 3.5350 2.0107 -0.9922
C 3.0440 3.4199 -1.3303
C 3.8034 4.5412 -0.6279
N 3.0923 5.0670 0.5455
H 0.3764 2.3733 -0.2897
H -1.1444 2.0046 0.5061
H -0.6132 3.6534 0.3786
H -2.4704 2.7741 -1.2462
H -1.2107 3.8575 -1.8576
H -0.2863 2.3392 -3.2558
H -1.8629 1.6491 -3.1837
H -4.5087 0.7146 -4.0194
H -3.7554 1.7799 -2.8718
H -6.3309 0.2488 -2.3853
H -5.5872 1.4344 -1.2710
H -6.1175 6.3401 -0.3318
H -1.6154 -2.2928 -0.5165
H 0.3233 -3.9257 -0.3775
H 1.8106 -3.4220 -1.2278
H 2.2135 -1.2713 -1.6903
H 2.0567 0.6117 -3.7802
H 1.5713 2.0296 -2.9103
H 4.0974 1.0815 -2.8331
H 3.4949 -0.0044 -1.6535
H 3.1477 1.6774 -0.0310
H 4.6098 2.0801 -0.8478
H 1.9943 3.5137 -1.0599
H 3.0804 3.5865 -2.4054
H 4.7959 4.2180 -0.3229
H 3.9376 5.3538 -1.3382
H 3.6659 5.0681 1.3728
H 2.2440 4.5579 0.7395
C -4.4368 -0.1507 2.2291
C -4.5306 0.4148 3.6285
O -3.9201 1.4256 3.9477
N -5.3172 -0.2385 4.5147
C -6.1125 -1.4445 4.3131
H -3.7790 0.4807 1.6477
H -4.0266 -1.1627 2.2537
H -5.4196 -0.1661 1.7553
H -5.3347 0.1930 5.4252
H -7.1679 -1.2319 4.5128
H -5.7760 -2.2168 5.0080
H -6.0055 -1.8125 3.2978
C -9.0854 0.7167 6.5936
C -9.4705 -0.7217 6.3392
O -8.9727 -1.3730 5.4293
N -10.3947 -1.2771 7.1578
C -11.0878 -0.6666 8.2786
H -8.3426 1.0140 5.8592
H -9.9526 1.3698 6.4960
H -8.6594 0.8302 7.5909
H -10.6060 -2.2366 6.9332
H -10.8763 -1.2230 9.1925
H -12.1640 -0.6848 8.1026
H -10.7738 0.3618 8.4153
C 6.6853 -0.8586 0.3544
C 6.4409 -0.8574 -1.1367
O 5.3811 -0.4518 -1.6144
N 7.4280 -1.3203 -1.9288
C 8.7302 -1.8304 -1.5276
H 5.7992 -0.4555 0.8365
H 6.8513 -1.8741 0.7170
H 7.5412 -0.2357 0.6159
H 7.2073 -1.2902 -2.9117
H 9.5109 -1.2196 -1.9744
H 8.8400 -2.8600 -1.8750
H 8.8466 -1.8025 -0.4523
C 11.9469 -0.3187 1.9809
C 11.7628 -0.3488 0.4823
O 10.7223 0.0136 -0.0502
N 12.8027 -0.7948 -0.2654
C 14.1025 -1.2606 0.1863
H 11.0364 0.0600 2.4340
H 12.1410 -1.3205 2.3653
H 12.7732 0.3379 2.2535
H 12.6190 -0.7870 -1.2561
H 14.8886 -0.6384 -0.2429
H 14.2602 -2.2904 -0.1366
H 14.1753 -1.2185 1.2669
C -2.7324 -5.6406 -5.4463
C -1.7130 -4.6174 -5.0099
O -0.6363 -4.4868 -5.5637
N -2.0343 -3.8198 -3.9500
C -3.2445 -3.8056 -3.1499
H -2.3299 -6.1888 -6.2914
H -2.9428 -6.3435 -4.6394
H -3.6595 -5.1547 -5.7522
H -1.3100 -3.1629 -3.7106
H -3.6938 -2.8133 -3.2145
H -2.9964 -4.0162 -2.1061
H -3.9485 -4.5510 -3.5008
*
```


[4]
Below is a structure of composition C16H17ClN2O5S, with properties calculated with ωB97M-V/def2-TZVPD.

HOMO level ... -7.954 eV
E ... -53425.22921 eV
Energy above the lowest of the compared OMol25 structures with the same formula, charge and spin ... 394.1 kcal/mol
Lowest unoccupied orbital energy ... -0.020 Ha

```
! wB97M-V def2-TZVPD RIJCOSX def2/J DEFGRID3
* xyz 0 1
C -0.9444 4.9160 -0.6013
H -1.0064 5.6582 -1.3183
H -1.8214 4.2283 -0.7278
H -0.8095 5.2231 0.3197
O -0.0491 4.1085 -1.3095
C 0.2985 3.0488 -0.5119
C -0.4133 2.6378 0.6920
C 0.0340 1.2356 0.9965
C 1.0460 0.5042 0.4554
C 1.6728 0.9324 -0.5421
C 1.6268 2.2271 -1.0901
O 2.1579 2.7957 -2.2975
C 2.9252 2.0045 -2.8740
H 2.8627 1.0486 -3.1246
H 3.9143 1.8441 -2.1844
H 3.4384 2.7697 -3.4832
H 2.3445 0.3598 -0.9073
N 1.3023 -0.7317 1.0948
C 0.7373 -1.7167 1.8483
O -0.2924 -1.1922 2.5991
C 1.1753 -3.0018 1.8887
N 0.1817 -3.7982 2.2310
S -0.5855 -4.2729 0.7202
O -1.6809 -5.1094 1.1072
O 0.5002 -4.7266 -0.4920
C -1.4160 -2.8132 0.1387
C -0.9898 -1.9931 -0.8845
C -1.1514 -0.8381 -1.2586
C -2.4493 -0.1674 -0.5058
C -3.1058 -1.0186 0.4806
C -2.4463 -2.2892 0.7194
H -3.0431 -2.8493 1.3951
H -3.8997 -0.6413 0.9255
Cl -3.1543 1.3012 -1.0496
H -0.8947 -0.1455 -2.0272
H 0.2543 -2.4901 -1.3073
H -0.5915 -3.7323 2.6637
H 1.8324 -3.0328 3.1297
H 1.7782 -3.3138 1.1169
H 2.2864 -1.0992 0.6272
H -0.6247 0.8746 2.1447
H -0.9996 3.2552 1.2030
*
```


[5]
Below is the molecule C20H26N4O3S, with properties calculated with ωB97M-V/def2-TZVPD.

HOMO level ... -8.675 eV
E ... -44099.82220 eV
SMILES ... COCCN(C(=O)c1csnn1)[C@@H](C(=O)NC1CCCC1)c1ccc(C)cc1
Energy above the lowest of the compared OMol25 structures with the same formula, charge and spin ... 63.2 kcal/mol
Lowest unoccupied orbital energy ... -0.001 Ha

```
! wB97M-V def2-TZVPD RIJCOSX def2/J DEFGRID3
* xyz 0 1
C 0.0240 0.3666 5.0391
O -0.5686 1.0465 3.9567
C -1.4596 0.2420 3.2145
C -1.7482 0.9355 1.8788
N -0.8361 0.5182 0.8306
C -1.2016 0.1201 -0.3993
O -0.3910 -0.1765 -1.2752
C -2.6421 0.0483 -0.7700
C -3.0387 0.1207 -2.0917
S -4.7225 -0.0743 -2.1629
N -4.8052 -0.2502 -0.5155
N -3.6906 -0.1662 0.0513
C 0.5901 0.6506 1.1473
C 1.2268 -0.7465 1.3559
O 1.4620 -1.1690 2.4733
N 1.4814 -1.4113 0.2272
C 2.0444 -2.7411 0.1878
C 3.2638 -2.7807 -0.7508
C 2.7203 -3.3424 -2.0612
C 1.7443 -4.4135 -1.5847
C 1.0350 -3.7521 -0.4010
C 1.3420 1.5074 0.1552
C 0.7055 2.5238 -0.5455
C 1.4118 3.3262 -1.4210
C 2.7761 3.1499 -1.6116
C 3.5315 4.0059 -2.5820
C 3.4153 2.1526 -0.8877
C 2.7113 1.3444 -0.0147
H 0.6285 -0.4728 4.6803
H -0.7368 -0.0014 5.7374
H 0.6612 1.0900 5.5435
H -1.0245 -0.7508 3.0417
H -2.3976 0.1137 3.7751
H -2.7685 0.7147 1.5717
H -1.6372 2.0143 2.0420
H -2.4219 0.2732 -2.9522
H 0.6347 1.1440 2.1257
H 1.1518 -1.0090 -0.6458
H 2.3172 -2.9863 1.2173
H 3.7063 -1.7924 -0.8658
H 4.0197 -3.4530 -0.3439
H 3.5039 -3.7412 -2.7035
H 2.1833 -2.5655 -2.6074
H 1.0470 -4.7245 -2.3609
H 2.2984 -5.2914 -1.2486
H 0.7084 -4.4784 0.3411
H 0.1559 -3.2076 -0.7495
H -0.3537 2.6937 -0.4122
H 0.8951 4.1064 -1.9621
H 3.1255 5.0148 -2.6065
H 4.5853 4.0548 -2.3183
H 3.4530 3.5879 -3.5863
H 4.4795 2.0061 -1.0065
H 3.2339 0.5859 0.5491
*
```


[6]
Below is a cluster of 14 separate species, C56H112O14 in total, with properties calculated with ωB97M-V/def2-TZVPD.

HOMO level ... -9.199 eV
E ... -88542.83536 eV
Energy above the lowest of the compared OMol25 structures with the same formula, charge and spin ... 101.9 kcal/mol
Lowest unoccupied orbital energy ... 0.006 Ha

```
! wB97M-V def2-TZVPD RIJCOSX def2/J DEFGRID3
* xyz 0 1
C -4.4749 2.3180 6.9315
C -5.8029 1.5477 6.9913
C -5.6892 0.5405 5.8427
O -4.3656 0.6049 5.3572
C -3.8909 1.9428 5.5950
H -3.8212 2.0328 7.7557
H -4.6867 3.3871 6.9498
H -6.6340 2.2396 6.8551
H -5.9548 1.0060 7.9249
H -6.3431 0.8806 5.0398
H -5.9088 -0.4971 6.0941
H -4.1855 2.5921 4.7706
H -2.8019 1.9347 5.5490
C 5.3487 8.1901 -0.5855
C 4.8727 7.0118 0.1858
C 4.5693 5.9420 -0.8670
O 5.4524 6.3135 -1.9748
C 5.8763 7.7061 -1.9293
H 6.1217 8.7237 -0.0325
H 4.5313 8.9040 -0.6862
H 3.9889 7.1674 0.8046
H 5.7354 6.6342 0.7348
H 3.5229 6.0105 -1.1645
H 4.7517 4.9289 -0.5085
H 5.3650 8.2271 -2.7387
H 6.9648 7.7641 -1.9301
C 5.1126 4.1724 -8.2700
C 5.2199 3.1432 -9.3759
C 6.2494 2.1445 -8.7599
O 5.8080 2.1329 -7.4164
C 5.3238 3.4319 -6.9851
H 4.2071 4.7779 -8.2313
H 5.8998 4.9207 -8.3625
H 5.4591 3.5778 -10.3464
H 4.2580 2.6378 -9.4626
H 7.2503 2.5608 -8.8738
H 6.1511 1.1721 -9.2425
H 6.1707 3.9148 -6.4977
H 4.5105 3.3801 -6.2611
C 3.6990 -2.7619 -6.1184
C 2.5207 -3.7133 -5.8081
C 3.0662 -4.2557 -4.4731
O 3.5271 -3.1166 -3.7993
C 4.2045 -2.2879 -4.7250
H 3.4536 -1.8702 -6.6953
H 4.4838 -3.3280 -6.6201
H 2.2874 -4.4399 -6.5864
H 1.5850 -3.1857 -5.6233
H 3.8865 -4.9722 -4.5142
H 2.2996 -4.7883 -3.9102
H 5.2937 -2.3139 -4.6932
H 3.9774 -1.2459 -4.4994
C 8.1660 1.3843 2.0021
C 7.3372 0.7929 0.8859
C 6.0793 0.3408 1.6153
O 6.5760 -0.1828 2.8711
C 7.8476 0.4321 3.2164
H 7.9251 2.4144 2.2646
H 9.2042 1.3594 1.6711
H 7.8344 -0.1601 0.7048
H 7.2439 1.3309 -0.0575
H 5.4879 -0.4211 1.1075
H 5.3989 1.1654 1.8279
H 8.6097 -0.3471 3.2030
H 7.9070 0.9464 4.1756
C 2.8552 -7.3962 2.7583
C 1.6508 -8.2434 3.1167
C 0.4823 -7.3612 2.6443
O 1.0253 -6.2461 1.9765
C 2.3391 -6.5420 1.6067
H 3.6898 -7.9705 2.3562
H 3.1585 -6.7905 3.6122
H 1.5359 -8.4640 4.1779
H 1.5384 -9.2025 2.6111
H -0.0503 -6.9157 3.4846
H -0.2455 -7.9072 2.0440
H 2.9367 -5.6514 1.4120
H 2.3279 -7.0845 0.6614
C -5.6801 0.4429 -1.5100
C -5.8469 0.7409 -0.0411
C -6.7400 2.0039 -0.0561
O -6.2491 2.7190 -1.2131
C -5.5860 1.8210 -2.1387
H -6.5710 -0.0166 -1.9380
H -4.7936 -0.0509 -1.9079
H -4.9090 1.0731 0.4040
H -6.2769 -0.1372 0.4408
H -6.5899 2.5528 0.8735
H -7.7946 1.7403 -0.1370
H -4.5334 2.0609 -2.2892
H -6.0443 1.7632 -3.1259
C -4.1297 -6.4355 -4.7821
C -3.8662 -5.4756 -3.6612
C -2.7461 -6.1487 -2.8561
O -1.9744 -6.7613 -3.8944
C -2.7606 -7.0312 -5.0739
H -4.5697 -5.9677 -5.6628
H -4.8021 -7.2116 -4.4165
H -4.7914 -5.3053 -3.1105
H -3.5090 -4.5338 -4.0777
H -3.1584 -6.8953 -2.1774
H -2.2085 -5.4260 -2.2422
H -2.8356 -8.1094 -5.2146
H -2.2610 -6.5045 -5.8870
C -5.4947 -4.9341 3.4720
C -4.9811 -5.5531 2.1782
C -5.8410 -6.7337 1.8918
O -6.5277 -6.9857 3.1007
C -6.1865 -6.0882 4.1562
H -6.2115 -4.1575 3.2053
H -4.8121 -4.4587 4.1763
H -3.9525 -5.8449 2.3900
H -4.9896 -4.8448 1.3497
H -5.2928 -7.6120 1.5509
H -6.6448 -6.4533 1.2111
H -5.5401 -6.5770 4.8852
H -7.1032 -5.7603 4.6464
C -1.3764 -2.2200 8.4521
C -0.7644 -2.0514 7.1260
C -0.9654 -3.3946 6.5271
O -1.8793 -4.0789 7.3412
C -2.4539 -3.1615 8.2697
H -1.8079 -1.3078 8.8642
H -0.6668 -2.5061 9.2285
H 0.2819 -1.7604 7.0326
H -1.2347 -1.2713 6.5273
H -0.0518 -3.9872 6.4783
H -1.2688 -3.2845 5.4860
H -2.9045 -3.6088 9.1557
H -3.2502 -2.7830 7.6289
C -1.5182 6.4155 -0.0734
C -1.6157 7.9160 0.2319
C -1.5663 8.0160 1.7849
O -2.0968 6.8016 2.2196
C -2.0548 5.7484 1.1981
H -0.4982 6.0513 -0.1958
H -2.1031 6.1382 -0.9504
H -2.5823 8.3346 -0.0486
H -0.9391 8.5643 -0.3248
H -2.1276 8.8281 2.2470
H -0.5261 8.0711 2.1059
H -3.0616 5.4507 0.9049
H -1.5017 4.8780 1.5510
C -1.8780 0.8227 -8.5619
C -3.1995 0.4551 -9.1257
C -4.2286 0.5890 -7.9805
O -3.3580 0.3346 -6.8533
C -1.9774 0.3024 -7.1503
H -1.8293 1.9116 -8.5588
H -0.9919 0.4595 -9.0826
H -3.2677 -0.5690 -9.4926
H -3.4764 0.9356 -10.0640
H -4.9832 -0.1976 -7.9827
H -4.5989 1.6082 -7.8710
H -1.6245 -0.7281 -7.1109
H -1.2911 0.7913 -6.4589
C 0.2111 -0.3903 -1.5950
C -0.0090 -1.0702 -0.2854
C 0.3760 -0.0015 0.7633
O 0.7261 1.2254 -0.0105
C 1.1520 0.7855 -1.2961
H -0.7012 0.0062 -2.0405
H 0.6066 -1.0348 -2.3801
H 0.5360 -2.0109 -0.2071
H -1.0597 -1.3317 -0.1600
H 1.2818 -0.2562 1.3134
H -0.4392 0.2075 1.4561
H 2.2169 0.5537 -1.2749
H 1.0799 1.5569 -2.0628
C 2.5414 4.0595 5.1339
C 1.4702 4.8257 5.9016
C 1.9595 4.6332 7.3796
O 2.9125 3.5663 7.3464
C 2.9249 2.9345 6.0867
H 3.3773 4.7227 4.9112
H 2.1453 3.7408 4.1698
H 0.4688 4.3960 5.8732
H 1.4305 5.8564 5.5492
H 1.0703 4.4379 7.9791
H 2.4656 5.5264 7.7459
H 2.1295 2.1893 6.0974
H 3.8633 2.4337 5.8488
*
```